Molecular formula: C5H7NO
Method: DFT, ωB97M-V/def2-TZVPD

Positions of all 14 atoms, in Å:
C1 -1.0124 -1.0919 0.4144
C2 -0.5747 0.3455 0.0965
C3 0.8276 0.4180 -0.5256
C4 1.9264 0.1163 0.4758
O1 1.8092 0.2716 1.6688
C5 -1.5468 0.9753 -0.8104
N1 -2.3072 1.4515 -1.5415
H1 -2.0135 -1.1015 0.8547
H2 -0.3200 -1.5448 1.1298
H3 -1.0350 -1.7026 -0.4946
H4 -0.5557 0.9243 1.0270
H5 0.9110 -0.2382 -1.3998
H6 1.0134 1.4236 -0.9257
H7 2.8776 -0.2472 0.0306

Calculated values
Highest occupied orbital energy (eV): -10.5
Multiplicity: 1
Structure (SMILES): C[C@H](C#N)CC=O
Orbital gap (eV): 11.1713

These are the Mulliken partial charges, in e, on atoms 1 to 6: -1.32, 0.58, -0.76, 0.00, -0.47, 0.02

Molecular formula: C5H7NO
Method: DFT, ωB97M-V/def2-TZVPD

Positions of all 14 atoms, in Å:
C1 1.8393 0.0519 -0.7355
C2 0.4663 0.2446 -0.1532
N1 -0.1113 1.6181 -0.0580
C3 -0.1230 0.8204 1.0644
C4 -1.6778 -0.6114 0.6222
C5 -0.5698 -0.8490 -0.3015
O1 -0.4241 -1.9419 -0.7955
H1 2.2884 -0.8717 -0.3593
H2 2.5045 0.8936 -0.5293
H3 1.7301 -0.0560 -1.8236
H4 -1.0551 1.7489 -0.4070
H5 -0.4227 0.8756 2.0742
H6 -2.6649 -0.3958 0.1636
H7 -1.7799 -1.5272 1.2383

Calculated values
Highest occupied orbital energy (eV): -8.5
Multiplicity: 1
Orbital gap (eV): 8.9868

These are the Mulliken partial charges, in e, on atoms 1 to 6: -1.16, 0.84, -0.50, -0.40, -0.90, 0.55

Molecular formula: C5H7NO
Method: DFT, ωB97M-V/def2-TZVPD

Positions of all 14 atoms, in Å:
C1 -0.8459 -1.2519 -0.0039
C2 -1.6919 -0.4640 0.4893
C3 -0.3838 -2.0673 -0.9008
C4 0.7811 0.7779 -0.2600
C5 0.9511 1.3386 1.1178
N1 -0.1225 1.1557 -1.0795
O1 -2.3019 0.3546 1.0634
H1 -1.0764 -2.5197 -1.5009
H2 0.6329 -2.5368 -0.8462
H3 1.3632 -0.1265 -0.5838
H4 -0.1636 1.5725 1.4997
H5 1.4564 2.3221 1.0102
H6 1.5466 0.7713 1.8972
H7 -0.1453 0.6735 -1.9024

Calculated values
Highest occupied orbital energy (eV): -9.0
Multiplicity: 1
Structure (SMILES): [H]/N=C/C.C=C=C=O
Orbital gap (eV): 8.3198

These are the Mulliken partial charges, in e, on atoms 1 to 6: -0.19, 0.79, -0.71, 0.02, -0.77, -0.64

Molecular formula: C5H7NO
Method: DFT, ωB97M-V/def2-TZVPD

Positions of all 14 atoms, in Å:
C1 -0.3086 2.4189 0.4670
C2 -0.0982 0.9864 0.1214
C3 0.3678 0.3120 -0.9374
C4 0.1645 -1.0964 -0.5164
N1 0.7203 -2.2291 -1.1663
C5 -0.2833 -1.0991 0.8626
O1 -0.5358 0.0972 1.2453
H1 -1.3478 2.6403 0.7377
H2 -0.0528 2.9924 -0.4250
H3 0.3341 2.7442 1.2928
H4 -1.0051 -1.2027 -0.5489
H5 1.2250 -1.9134 -1.9850
H6 1.2982 -2.8193 -0.5825
H7 -0.5544 -1.9232 1.5157

Calculated values
Highest occupied orbital energy (eV): -8.0
Multiplicity: 1
Orbital gap (eV): 8.3213

These are the Mulliken partial charges, in e, on atoms 1 to 6: -1.16, 0.74, -1.17, 0.96, -0.57, -0.41

Molecular formula: C5H7NO
Method: DFT, ωB97M-V/def2-TZVPD

Positions of all 14 atoms, in Å:
C1 -1.2922 -0.4829 -0.2537
C2 -0.9568 0.9287 0.1474
C3 0.4912 1.1106 -0.1935
C4 1.0242 -0.3324 -0.4089
C5 0.6862 -1.3700 0.5086
H1 -1.2885 1.3771 1.1017
H2 -1.4122 1.6783 -0.4835
H3 0.6115 1.6933 -1.0563
H4 1.1644 1.3866 0.7002
H5 1.7795 -0.4979 -1.1356
H6 0.3283 -1.1855 1.5029
H7 1.3114 -2.3163 0.5140
N1 -0.0291 -1.1588 -0.7667
O1 -2.4179 -0.8308 -0.1764

Calculated values
Highest occupied orbital energy (eV): -9.7
Multiplicity: 1
Structure (SMILES): O=C1CC[C@H]2CN12
Orbital gap (eV): 10.6987

These are the Mulliken partial charges, in e, on atoms 1 to 6: 0.43, -0.52, -0.58, 0.07, -0.47, 0.30

Molecular formula: C5H7NO
Method: DFT, ωB97M-V/def2-TZVPD

Positions of all 14 atoms, in Å:
O1 2.6620 -0.1185 -0.6443
C1 1.6611 0.5578 -0.7010
C2 0.3453 0.1229 -0.1326
C3 -0.8446 -0.5428 -0.8576
N1 -1.3521 -0.4561 0.5728
C4 -0.7570 0.9437 0.5579
C5 0.0510 -0.9146 0.9565
H1 1.6695 1.5516 -1.2002
H2 -1.4195 0.0612 -1.5668
H3 -0.7096 -1.5679 -1.2166
H4 -1.3305 1.6551 -0.0451
H5 -0.5476 1.3404 1.5563
H6 0.3276 -0.6647 1.9854
H7 0.2446 -1.9681 0.7353

Calculated values
Highest occupied orbital energy (eV): -9.2
Multiplicity: 1
Orbital gap (eV): 9.9082

These are the Mulliken partial charges, in e, on atoms 1 to 6: -0.46, -0.33, 0.44, -0.35, -0.47, -0.37

Molecular formula: C5H7NO
Method: DFT, ωB97M-V/def2-TZVPD

Positions of all 14 atoms, in Å:
O1 0.2913 -1.4012 0.5150
C1 -0.8565 -0.7363 0.1451
C2 -1.2613 0.4115 0.9896
N1 -0.4811 0.7179 -0.2350
C3 0.9939 0.6860 -0.1248
C4 1.3278 -0.8069 -0.2789
C5 -1.0901 -0.3780 -1.2439
H1 -2.2828 0.7806 0.9272
H2 -0.7586 0.5977 1.9394
H3 1.2957 1.0421 0.8650
H4 1.4172 1.3351 -0.8925
H5 2.2884 -1.1195 0.1295
H6 1.2316 -1.0923 -1.3306
H7 -2.1155 -0.0367 -1.4049

Calculated values
Highest occupied orbital energy (eV): -7.8
Multiplicity: 1
Orbital gap (eV): 8.7362

These are the Mulliken partial charges, in e, on atoms 1 to 6: -0.41, 0.04, -0.27, -0.01, -0.49, -0.44

Molecular formula: C5H7NO
Method: DFT, ωB97M-V/def2-TZVPD

Positions of all 14 atoms, in Å:
C1 0.2432 -0.9105 1.6354
N1 0.2779 -0.0660 0.4666
C2 1.3974 0.2182 -0.2844
C3 0.9810 0.7929 -1.4682
C4 -0.4427 0.8899 -1.3990
C5 -0.8314 0.2875 -0.2466
O1 -2.0526 -0.0454 0.2399
H1 -0.0240 -1.9378 1.3550
H2 -0.4946 -0.5348 2.3466
H3 1.2399 -0.9073 2.0780
H4 2.3774 0.0071 0.1320
H5 1.0430 0.3388 -2.4525
H6 -1.0352 1.3449 -2.1799
H7 -2.6794 0.5227 -0.2231

Calculated values
Highest occupied orbital energy (eV): -7.7
Multiplicity: 1
Structure (SMILES): Cn1cccc1O
Orbital gap (eV): 8.4606

These are the Mulliken partial charges, in e, on atoms 1 to 6: -0.85, 0.17, -0.20, -0.56, -0.55, 0.36

Molecular formula: C5H7NO
Method: DFT, ωB97M-V/def2-TZVPD

Positions of all 14 atoms, in Å:
C1 1.0023 1.4880 1.2054
C2 -0.2720 1.1402 1.0636
C3 -0.1589 -0.7370 -0.8155
C4 -1.4621 -1.3364 -0.7605
O1 -1.1263 -0.2061 -1.6247
C5 1.2341 -0.6182 -0.6717
N1 1.1440 -1.6250 -1.4008
H1 1.9246 0.0806 -0.2129
H2 1.6580 0.9786 1.9067
H3 1.4495 2.2768 0.6060
H4 -0.7218 0.3601 1.6726
H5 -0.9304 1.6385 0.3583
H6 -1.4863 -2.2840 -1.2900
H7 -2.2547 -1.1560 -0.0365

Calculated values
Highest occupied orbital energy (eV): -9.2
Multiplicity: 1
Structure (SMILES): C1=N[C@@]12CO2.C=C
Orbital gap (eV): 10.2437

These are the Mulliken partial charges, in e, on atoms 1 to 6: -0.83, -0.49, 0.89, -0.31, -0.42, -0.41

Molecular formula: C5H7NO
Method: DFT, ωB97M-V/def2-TZVPD

Positions of all 14 atoms, in Å:
C1 -2.7434 -0.3010 -0.0442
C2 0.2020 -1.4678 0.3865
C3 1.0219 -0.6391 0.1889
C4 1.4181 1.5282 0.3180
C5 -2.2759 -0.4887 -1.2064
N1 -2.8863 -0.1183 1.1394
O1 1.9789 0.2700 0.0385
H1 -0.5537 -2.2211 0.2993
H2 -3.7076 0.1688 1.6085
H3 0.7381 1.6588 1.2058
H4 0.9879 2.0073 -0.5086
H5 2.1443 2.2380 0.5119
H6 -2.2938 -1.4129 -1.7073
H7 -1.6055 0.2237 -1.7553

Calculated values
Highest occupied orbital energy (eV): -8.7
Multiplicity: 1
Structure (SMILES): C#COC.C=C=N
Orbital gap (eV): 9.6098

These are the Mulliken partial charges, in e, on atoms 1 to 6: 0.58, -0.29, 0.05, -0.84, -0.96, -0.43

Molecular formula: C5H7NO
Method: DFT, ωB97M-V/def2-TZVPD

Positions of all 14 atoms, in Å:
C1 -0.0299 0.2645 -0.1679
C2 -0.5912 -1.1747 0.1534
C3 -1.8967 -1.2028 -0.3125
C4 1.2878 0.8215 -0.3535
C5 2.4822 -0.0102 -0.1009
H1 -1.7466 1.2018 0.9626
H2 -0.4350 2.2003 -0.2967
H3 0.0255 -1.7631 0.8826
H4 -2.4619 -0.5007 -0.6239
H5 -2.7442 -2.1651 -0.3641
H6 1.2936 1.9038 -0.0115
H7 3.3854 0.4624 0.1644
N1 -1.0873 1.2256 0.1047
O1 2.5182 -1.2632 -0.0367

Calculated values
Highest occupied orbital energy (eV): -8.7
Multiplicity: 1
Structure (SMILES): C=C/C(N)=C\C=O
Orbital gap (eV): 8.6713

These are the Mulliken partial charges, in e, on atoms 1 to 6: 0.87, -0.36, -0.70, -0.68, -0.06, 0.29

Molecular formula: C5H7NO
Method: DFT, ωB97M-V/def2-TZVPD

Positions of all 14 atoms, in Å:
C1 1.8420 -0.2758 0.9179
C2 0.5158 -0.4373 0.2332
C3 -0.7003 -0.2530 0.8726
C4 -1.8073 0.0034 0.0538
N1 -1.5861 0.1013 -1.2439
C5 0.0815 0.8548 -1.5030
O1 0.4380 1.0405 -2.5925
H1 2.2448 -1.2539 1.2088
H2 1.7617 0.3448 1.8150
H3 2.5699 0.1867 0.2442
H4 0.5186 -1.0813 -0.6457
H5 -0.7453 -0.0008 1.9289
H6 -2.7667 0.2903 0.4886
H7 -2.3666 0.4803 -1.7778

Calculated values
Highest occupied orbital energy (eV): -8.6
Multiplicity: 1
Orbital gap (eV): 9.0831

These are the Mulliken partial charges, in e, on atoms 1 to 6: -1.10, 0.21, -0.66, -0.06, -0.38, 0.10

Molecular formula: C5H7NO
Method: DFT, ωB97M-V/def2-TZVPD

Positions of all 14 atoms, in Å:
C1 1.4758 -0.4726 1.1450
C2 0.9802 0.2195 -0.0973
C3 0.5374 -0.5257 -1.3792
N1 -0.1432 0.3550 -2.0994
C4 -0.4727 0.1369 -0.5511
O1 -0.2512 -1.4822 -0.8046
C5 -1.8448 0.5430 -0.1378
H1 1.0282 -1.4635 1.2377
H2 2.5652 -0.5743 1.1128
H3 1.2234 0.1184 2.0316
H4 1.4081 1.1948 -0.3241
H5 -2.0279 0.2404 0.8967
H6 -2.5690 0.0817 -0.8081
H7 -1.9095 1.6286 -0.2222

Calculated values
Highest occupied orbital energy (eV): -8.4
Multiplicity: 1
Orbital gap (eV): 8.5389

These are the Mulliken partial charges, in e, on atoms 1 to 6: -1.32, 0.06, 0.62, -0.80, 0.63, -0.47

Molecular formula: C5H7NO
Method: DFT, ωB97M-V/def2-TZVPD

Positions of all 14 atoms, in Å:
C1 -1.8667 0.0733 0.0417
C2 -0.3770 -0.0841 0.0405
N1 0.2527 -0.9831 1.0267
C3 0.6149 0.3827 1.0283
C4 1.7276 0.6088 -0.8026
C5 0.4635 0.0127 -1.2153
O1 0.1518 -0.3327 -2.3378
H1 -2.1480 1.0613 -0.3342
H2 -2.2668 -0.0575 1.0508
H3 -2.3124 -0.6785 -0.6168
H4 0.9440 -1.6223 0.6467
H5 0.4925 1.0179 1.9026
H6 2.5838 -0.0698 -0.6942
H7 1.5729 0.8942 0.4818

Calculated values
Highest occupied orbital energy (eV): -9.0
Multiplicity: 1
Orbital gap (eV): 8.9318

These are the Mulliken partial charges, in e, on atoms 1 to 6: -1.23, 0.87, -0.63, -0.12, -0.89, 0.46

Molecular formula: C5H7NO
Method: DFT, ωB97M-V/def2-TZVPD

Positions of all 14 atoms, in Å:
C1 2.4345 0.2070 0.5399
N1 1.0493 0.6839 0.4207
C2 0.0109 -0.0145 0.0505
O1 -0.1723 -1.2452 -0.4433
C3 -1.4000 -0.5917 -1.0102
C4 -2.3300 -0.2057 0.0517
C5 -1.1689 0.7343 -0.2372
H1 3.0950 0.7982 -0.0957
H2 2.7942 0.2673 1.5722
H3 2.4949 -0.8429 0.2161
H4 -1.5312 -0.7760 -2.0678
H5 -2.3809 -0.8095 0.9543
H6 -3.2934 0.1784 -0.2766
H7 0.3978 1.6164 0.3254

Calculated values
Highest occupied orbital energy (eV): -7.8
Multiplicity: 1
Orbital gap (eV): 8.6399

These are the Mulliken partial charges, in e, on atoms 1 to 6: -0.76, -0.16, 0.75, -0.44, -0.18, -0.38

Molecular formula: C5H7NO
Method: DFT, ωB97M-V/def2-TZVPD

Positions of all 14 atoms, in Å:
C1 -1.8194 0.4390 -0.7633
C2 -0.1114 -0.7603 0.6997
N1 1.0357 -1.4289 0.9113
C3 1.0239 0.0372 1.2997
C4 1.4841 0.8474 0.2679
C5 -0.7698 -0.6392 -0.6280
O1 -0.5534 -1.4717 -1.4939
H1 -1.7150 0.9559 -1.7205
H2 -1.7683 1.1531 0.0629
H3 -2.8054 -0.0393 -0.7507
H4 1.5743 -1.6921 0.0716
H5 1.0707 0.2788 2.3552
H6 1.5956 0.4324 -0.7281
H7 1.7584 1.8877 0.4161

Calculated values
Highest occupied orbital energy (alpha / beta) (eV): -8.2 / -8.3
Multiplicity: 1
Orbital gap (alpha / beta) (eV): 7.7783 / 7.6792

These are the Mulliken partial charges, in e, on atoms 1 to 6: -1.05, -0.08, -0.42, 0.21, -0.95, 0.70

Molecular formula: C5H7NO
Method: DFT, ωB97M-V/def2-TZVPD

Positions of all 14 atoms, in Å:
C1 1.8843 -0.7368 -0.5884
C2 0.6547 -0.1241 0.0210
C3 0.6152 0.7664 1.0102
O1 -0.6373 1.2664 1.3076
C4 -1.5310 0.6939 0.4375
N1 -2.7627 0.9397 0.5365
C5 -0.7812 -0.3068 -0.4222
H1 1.8617 -1.8317 -0.5607
H2 2.7894 -0.4114 -0.0619
H3 2.0124 -0.4454 -1.6403
H4 1.4078 1.1710 1.6260
H5 -1.2473 -1.2530 -0.1213
H6 -3.2705 0.3821 -0.1517
H7 -0.9348 -0.1859 -1.5007

Calculated values
Highest occupied orbital energy (eV): -8.8
Multiplicity: 1
Structure (SMILES): [H]/N=C1\CC(C)=CO1
Orbital gap (eV): 9.5431

These are the Mulliken partial charges, in e, on atoms 1 to 6: -1.17, 0.41, -0.43, -0.38, 0.49, -0.73

Molecular formula: C5H7NO
Method: DFT, ωB97M-V/def2-TZVPD

Positions of all 14 atoms, in Å:
O1 0.3550 1.8894 1.6048
C1 1.1327 1.7967 0.6726
C2 0.7490 1.1742 -0.6049
C3 -0.7035 -0.5033 -0.9765
C4 -0.0381 -1.5205 -0.0807
C5 -1.1126 -0.6582 0.4939
N1 -0.4888 0.9082 -0.8429
H1 2.2116 1.9312 0.8571
H2 1.5157 0.6641 -1.1781
H3 -1.3310 -0.8765 -1.7826
H4 0.9805 -1.4532 0.2844
H5 -0.3553 -2.5343 -0.2904
H6 -0.7862 0.1449 1.1725
H7 -2.1290 -0.9625 0.6708

Calculated values
Highest occupied orbital energy (eV): -8.7
Multiplicity: 1
Structure (SMILES): O=C/C=N/C1CC1
Orbital gap (eV): 8.2702

These are the Mulliken partial charges, in e, on atoms 1 to 6: -0.50, 0.06, -0.18, -0.05, -0.58, -0.25

Result set for relative energy (zero: lowest compared OMol25 entry of this formula, charge and spin): 70.1 455.9 416.4 442.8 234.1 340.2 512.4 197.9 545.9 524.7 528.3 262.1 623.9 526.3 534.2 410.1 91.0 414.2 kJ/mol, one per record in the order listed.
Result set for largest force on an atom: 0.0224 0.0556 0.0886 0.0105 0.1076 0.0108 0.0079 0.0487 0.0272 0.0753 0.1943 0.0202 0.0148 0.0081 0.0561 0.0087 0.0119 0.0200 Eh/bohr, one per record in the order listed.